Entry 1:
{
  "formula": "C33H73AlN4O2",
  "method": "ωB97M-V with the def2-TZVPD basis set",
  "gap_ha": 0.059,
  "e_tot_ev": -51973.090,
  "total_charge": 6,
  "lumo_energy_ev": -22.43,
  "symbols": ["Al", "O", "H", "C", "C", "C", "C", "C", "C", "N", "O", "C", "C", "C", "H", "H", "H", "H", "H", "H", "H", "H", "H", "H", "H", "H", "H", "H", "H", "H", "H", "H", "C", "C", "C", "N", "C", "C", "C", "C", "C", "H", "H", "H", "H", "H", "H", "H", "H", "H", "H", "H", "H", "H", "H", "H", "H", "H", "H", "C", "C", "C", "N", "C", "C", "C", "C", "C", "H", "H", "H", "H", "H", "H", "H", "H", "H", "H", "H", "H", "H", "H", "H", "H", "H", "H", "C", "C", "C", "N", "C", "C", "C", "C", "C", "H", "H", "H", "H", "H", "H", "H", "H", "H", "H", "H", "H", "H", "H", "H", "H", "H", "H"],
  "positions_angstrom": [[-22.157, 7.451, -12.812], [-21.018, 6.117, -15.067], [-21.079, 5.161, -15.263], [-16.351, 1.657, -21.123], [-16.776, 3.128, -21.241], [-17.835, 3.495, -22.245], [-19.286, 3.292, -21.782], [-19.542, 4.078, -20.483], [-18.547, 3.638, -19.355], [-17.149, 3.734, -19.908], [-16.113, 3.696, -19.078], [-18.910, 2.187, -18.887], [-18.683, 4.574, -18.132], [-15.473, 3.813, -21.740], [-15.769, 1.552, -20.208], [-15.827, 1.294, -22.007], [-17.198, 0.973, -21.024], [-17.691, 3.007, -23.210], [-17.820, 4.530, -22.604], [-19.283, 2.211, -21.627], [-19.924, 3.626, -22.599], [-20.543, 3.720, -20.234], [-19.539, 5.151, -20.677], [-18.094, 1.776, -18.290], [-19.037, 1.484, -19.709], [-19.748, 2.193, -18.193], [-19.725, 4.616, -17.811], [-18.555, 5.618, -18.426], [-18.038, 4.366, -17.279], [-14.557, 3.499, -21.239], [-15.467, 4.904, -21.712], [-15.328, 3.629, -22.806], [-14.432, 9.035, -14.144], [-15.340, 9.633, -15.210], [-16.570, 8.718, -15.446], [-17.685, 9.348, -16.339], [-18.443, 10.515, -15.676], [-18.727, 8.336, -16.796], [-19.257, 8.873, -18.144], [-18.271, 9.878, -18.654], [-17.073, 9.863, -17.709], [-15.181, 8.748, -13.402], [-13.688, 9.793, -13.901], [-13.935, 8.171, -14.591], [-14.823, 9.630, -16.177], [-15.676, 10.631, -14.922], [-17.075, 8.470, -14.507], [-16.319, 7.676, -15.657], [-17.732, 11.316, -15.488], [-18.813, 10.063, -14.756], [-19.338, 10.759, -16.245], [-19.522, 8.064, -16.102], [-18.116, 7.437, -16.899], [-20.272, 9.239, -17.969], [-19.564, 8.091, -18.843], [-18.682, 10.889, -18.733], [-17.969, 9.841, -19.703], [-16.572, 10.815, -17.539], [-16.281, 9.170, -17.998], [-27.027, 2.836, -18.392], [-25.864, 3.684, -18.916], [-25.831, 5.101, -18.336], [-24.692, 5.993, -18.897], [-24.703, 6.230, -20.446], [-23.338, 5.418, -18.511], [-22.369, 6.607, -18.468], [-23.201, 7.886, -18.248], [-24.669, 7.338, -18.065], [-26.781, 2.478, -17.390], [-27.176, 1.916, -18.962], [-28.052, 3.207, -18.415], [-25.944, 3.704, -20.005], [-24.878, 3.231, -18.791], [-25.570, 5.018, -17.280], [-26.807, 5.582, -18.385], [-25.691, 6.674, -20.555], [-24.649, 5.211, -20.823], [-23.934, 6.924, -20.777], [-23.023, 4.530, -19.056], [-23.555, 5.150, -17.476], [-21.800, 6.710, -19.393], [-21.647, 6.540, -17.651], [-23.110, 8.603, -19.061], [-22.902, 8.240, -17.263], [-25.457, 8.032, -18.355], [-24.846, 7.172, -17.002], [-25.405, -0.353, -16.785], [-24.919, 0.890, -16.120], [-23.773, 0.639, -15.156], [-23.251, 1.949, -14.562], [-24.306, 2.422, -13.533], [-22.791, 3.023, -15.547], [-21.340, 2.739, -15.957], [-20.754, 2.229, -14.669], [-21.911, 1.722, -13.730], [-26.418, -0.418, -17.187], [-25.418, -1.052, -15.944], [-24.719, -0.760, -17.530], [-25.786, 1.181, -15.521], [-24.629, 1.690, -16.801], [-22.833, 0.397, -15.658], [-23.830, 0.093, -14.216], [-24.654, 1.761, -12.740], [-25.124, 2.731, -14.184], [-23.993, 3.359, -13.073], [-22.824, 3.953, -14.975], [-23.444, 3.285, -16.378], [-20.782, 3.637, -16.217], [-21.292, 1.963, -16.721], [-20.282, 3.069, -14.162], [-20.148, 1.339, -14.829], [-22.022, 2.414, -12.899], [-21.876, 0.686, -13.397]],
  "mulliken_charge": [1.2524, -0.6984, 0.3055, -1.3036, 1.0548, -1.3143, -0.8709, -0.6465, 1.5036, 0.8471, -0.2322, -1.1883, -1.5179, -1.6050, 0.4709, 0.4460, 0.2936, 0.5922, 0.4683, 0.2936, 0.5349, 0.1277, 0.4092, 0.4909, 0.4619, -0.1295, -0.3111, 0.5335, 0.6399, 0.4214, 0.4334, 0.4835, -1.0564, -0.1036, -1.0206, 0.2683, -0.8702, -0.5454, 0.0091, -1.0961, -0.6681, 0.3174, 0.3855, 0.3437, 0.3921, 0.3583, 0.5017, 0.4048, 0.3924, 0.3680, 0.3730, 0.2506, 0.1916, 0.3901, 0.0400, 0.4330, 0.4599, 0.4978, 0.4394, -1.3334, -0.2757, -0.4315, 0.1485, -0.8460, -0.5973, 0.3664, -0.5388, -0.9715, 0.2194, 0.4130, 0.4201, 0.3970, 0.2156, 0.1648, 0.6042, 0.3603, 0.3706, 0.3693, 0.7500, -0.2864, 0.1065, -0.1515, 0.4675, 0.3003, 0.5596, 0.3050, -1.5313, 0.5552, -0.6198, 0.1428, -1.0985, -0.3748, 1.1317, -0.6397, -0.5935, 0.3696, 0.4283, 0.4004, 0.3412, -0.3499, 0.3666, 0.5306, 0.3883, 0.3980, 0.4164, 0.5963, -0.2194, -1.2383, 0.4524, 0.3346, 0.3356, 0.3001, 0.3677]
}

---

Entry 2:
{
  "formula": "C33H74BClIN6O12P2",
  "method": "ωB97M-V with the def2-TZVPD basis set",
  "gap_ha": 0.313,
  "e_tot_ev": -108801.551,
  "total_charge": 1,
  "lumo_energy_ev": -2.73,
  "symbols": ["C", "C", "C", "I", "C", "P", "O", "N", "C", "C", "O", "C", "Cl", "C", "O", "C", "C", "O", "C", "C", "C", "N", "C", "C", "C", "C", "O", "N", "N", "C", "C", "C", "C", "B", "N", "O", "P", "N", "O", "O", "H", "H", "H", "H", "H", "H", "H", "H", "H", "H", "H", "H", "H", "H", "H", "H", "H", "H", "H", "H", "H", "H", "H", "H", "H", "H", "H", "H", "H", "H", "H", "H", "H", "H", "H", "H", "H", "H", "H", "H", "H", "H", "C", "C", "C", "O", "H", "H", "H", "H", "H", "H", "H", "H", "C", "C", "C", "O", "H", "H", "H", "H", "H", "H", "H", "H", "C", "C", "C", "O", "H", "H", "H", "H", "H", "H", "H", "H", "C", "C", "C", "O", "H", "H", "H", "H", "H", "H", "H", "H"],
  "positions_angstrom": [[2.717, 4.261, -1.226], [3.011, 2.779, -0.866], [1.708, 1.954, -0.916], [0.536, 2.875, 0.695], [1.745, 0.389, -0.966], [1.175, 0.014, -2.768], [1.508, 1.103, -3.705], [3.128, -0.249, -0.951], [4.059, 0.207, -2.049], [4.395, -0.891, -3.067], [4.283, -0.714, -4.256], [3.767, -0.512, 0.396], [4.909, 0.755, 0.882], [4.633, -1.746, 0.134], [5.261, -2.177, 1.324], [5.975, -3.350, 1.086], [5.462, -4.566, 1.789], [6.950, -3.359, 0.362], [2.748, -0.868, 1.509], [3.287, -0.673, 2.919], [2.799, -1.767, 3.875], [2.048, -1.246, 5.040], [0.978, -2.208, 5.368], [0.127, -1.758, 6.559], [2.948, -1.034, 6.140], [3.249, -2.100, 7.160], [3.497, 0.051, 6.235], [1.446, -0.265, 1.382], [0.563, -0.659, 2.430], [0.337, 0.140, 3.396], [1.072, 1.336, 3.870], [-0.817, -0.214, 4.273], [0.858, -0.399, 0.029], [0.906, -2.023, -0.219], [0.491, -2.954, 0.781], [1.432, -2.563, -1.385], [-0.989, -0.084, -0.189], [-1.448, 1.021, -1.185], [-1.771, 0.175, 1.188], [-1.677, -1.461, -0.726], [3.481, 4.613, -1.909], [2.794, 4.899, -0.361], [1.773, 4.390, -1.737], [3.353, 2.811, 0.153], [3.793, 2.502, -1.552], [1.150, 2.305, -1.770], [1.812, -1.163, -3.192], [-0.191, -0.299, -2.803], [2.943, -1.209, -1.283], [5.030, 0.482, -1.653], [3.709, 1.059, -2.610], [4.800, -1.846, -2.682], [5.408, -1.526, -0.593], [4.011, -2.562, -0.244], [4.557, -4.365, 2.344], [5.287, -5.344, 1.060], [6.215, -4.934, 2.471], [2.733, -1.969, 1.480], [3.098, 0.317, 3.301], [4.356, -0.788, 2.932], [2.170, -2.490, 3.374], [3.660, -2.332, 4.234], [0.328, -2.327, 4.509], [1.413, -3.190, 5.547], [0.475, -0.816, 6.962], [-0.891, -1.614, 6.218], [0.100, -2.545, 7.300], [2.653, -2.998, 7.088], [4.289, -2.388, 7.108], [3.083, -1.683, 8.142], [0.409, 2.175, 4.032], [1.511, 1.071, 4.827], [1.873, 1.655, 3.227], [-0.583, -0.006, 5.307], [-1.134, -1.235, 4.124], [-1.605, 0.482, 3.996], [0.131, -3.801, 0.358], [-0.212, -2.628, 1.428], [0.826, -3.142, -1.850], [-0.634, 1.499, -1.551], [-1.945, -0.652, 1.650], [-2.056, -1.971, -0.005], [-5.341, -1.081, 6.458], [-4.162, -1.024, 5.501], [-4.524, -1.607, 4.142], [-3.043, -1.725, 6.055], [-5.648, -2.116, 6.625], [-5.067, -0.662, 7.425], [-6.195, -0.527, 6.068], [-3.838, 0.011, 5.381], [-4.806, -2.658, 4.240], [-3.667, -1.561, 3.466], [-5.355, -1.067, 3.688], [-3.303, -2.644, 6.176], [-3.181, -0.182, -6.658], [-1.960, -0.179, -5.756], [-1.187, 1.125, -5.863], [-1.106, -1.288, -6.078], [-2.880, -0.074, -7.704], [-3.724, -1.123, -6.566], [-3.858, 0.636, -6.408], [-2.276, -0.333, -4.722], [-0.822, 1.283, -6.883], [-0.312, 1.098, -5.214], [-1.809, 1.977, -5.586], [-0.816, -1.174, -6.988], [-4.454, 1.479, -3.220], [-5.375, 0.274, -3.128], [-5.996, 0.157, -1.745], [-4.645, -0.915, -3.437], [-3.637, 1.372, -2.503], [-4.008, 1.550, -4.214], [-4.986, 2.409, -3.011], [-6.165, 0.350, -3.876], [-5.215, 0.034, -0.988], [-6.648, -0.715, -1.690], [-6.580, 1.044, -1.495], [-3.940, -0.994, -2.786], [-2.145, 5.902, -5.632], [-2.226, 4.822, -6.700], [-2.855, 5.352, -7.979], [-2.972, 3.705, -6.212], [-3.145, 6.258, -5.373], [-1.694, 5.505, -4.722], [-1.553, 6.752, -5.972], [-1.225, 4.443, -6.915], [-3.877, 5.692, -7.789], [-2.908, 4.567, -8.733], [-2.284, 6.187, -8.386], [-3.864, 4.009, -6.015]],
  "mulliken_charge": [-1.4018, 0.1471, -2.3186, 0.2750, 0.9289, 0.8960, -0.7790, 0.4007, -1.4071, -0.2795, -0.4081, 0.2946, -0.1714, -1.7665, -0.1194, 0.7068, -0.9673, -0.5347, -1.1627, -1.6702, -2.1246, 1.0824, -1.1897, -1.8378, 0.6446, -1.4812, -0.5692, 2.4417, 0.2923, 1.5017, -2.1341, -2.9573, -0.9360, 0.9218, -0.4667, -0.8567, -0.2114, -0.3417, -0.3405, -0.5762, 0.4542, 0.4090, 0.3511, 0.4355, -0.1023, 1.1182, 0.0000, 0.1500, 0.4982, 0.8418, 0.7041, 0.3641, 0.7720, 0.9920, 0.2209, 0.3140, 0.3626, 0.0486, 0.4462, 1.6758, 0.4748, 0.6199, 0.6471, 1.0986, 0.4879, 0.2929, 0.3281, 0.3063, 0.3877, 0.3814, 0.4890, 0.3171, 0.3921, 0.6734, 0.3929, 0.6777, 0.2533, 0.1224, 0.4042, 0.3409, 0.0580, 0.3049, -1.5297, 0.5366, -1.0697, -0.4814, 0.3767, 0.3743, 0.3933, 0.2104, 0.3549, 0.0253, 0.4247, 0.2958, -1.5326, 1.1905, -0.6685, -0.6242, 0.4650, 0.3400, 0.2321, -0.2288, 0.4482, 0.1480, -0.0669, 0.3857, -0.3321, 0.3109, -1.1743, -0.5650, -0.1186, -0.1729, 0.4932, 0.3795, 0.1181, 0.3314, 0.3943, 0.2881, -1.3419, 0.5667, -1.4421, -0.4308, 0.3358, 0.3026, 0.4026, 0.2434, 0.3584, 0.3471, 0.3979, 0.2778]
}